Density functional theory data (ωB97M-V/def2-TZVPD) for C5H7FHgO4 as an isolated structure in a non-equilibrium geometry.

The geometry in XYZ format:
```
18
Properties=species:S:1:pos:R:3:forces:R:3:lowdin_charge:R:1
Hg 5.5986 0.1391 -0.5310 -1.2 0.4 0.7 0.92
O 4.1380 1.5957 0.8072 1.0 0.3 0.5 -0.14
C 3.1150 0.8806 0.6676 -0.3 0.0 -1.8 -0.82
O 3.1298 -0.2174 0.0573 0.1 -0.5 0.1 -0.14
O 1.9390 1.4454 1.0014 0.8 0.4 0.6 0.00
C 0.7685 0.8607 0.4436 -1.1 -1.2 -0.4 -0.27
H 0.8239 0.8739 -0.6562 0.2 0.0 0.3 0.13
H 0.7137 -0.1947 0.7649 0.1 0.3 -0.2 0.12
C -0.4584 1.5774 0.8943 1.4 1.5 0.6 0.03
H -0.5909 1.6638 1.9755 -0.3 -0.1 -0.3 0.06
H -0.7659 2.4324 0.2849 -0.2 -0.4 0.3 0.06
F -1.9005 0.2732 -0.1694 -2.1 -3.1 -2.7 -0.21
O -2.3909 -0.7094 -2.4417 -0.6 0.4 3.2 0.17
C -2.5249 -0.9137 -1.2803 2.4 1.3 -1.6 -0.22
C -2.8478 -2.1977 -0.5953 -0.1 0.4 1.0 0.00
H -3.8169 -2.0895 -0.0889 0.2 -0.2 -0.2 0.10
H -2.0931 -2.3926 0.1782 -0.2 0.2 -0.2 0.10
H -2.8375 -3.0275 -1.3123 -0.2 0.5 0.0 0.10
```
Forces are in eV/Å.

The spin multiplicity is 3. For the energy, the calculation gives -20376.3910 eV. The frontier orbital gap (alpha / beta) comes out at 7.872 / 6.363 eV. The calculation puts the relative energy (zero: lowest compared OMol25 entry of this formula, charge and spin) at 99.9 kJ/mol. The expectation value of S² is 2.011.